Record 1
This record from OMol25 describes an isolated molecule of C36H40N4O3 in a non-equilibrium geometry. The level of theory is ωB97M-V with the def2-TZVPD basis set.

Geometry (Å):
1 C -2.872 -3.706 -1.867
2 C -2.857 -2.584 -2.897
3 N -3.516 -1.349 -2.434
4 C -4.953 -1.268 -2.788
5 C -5.202 -1.178 -4.281
6 C -3.028 -0.294 -1.728
7 C -1.501 -0.110 -1.362
8 C -0.780 -0.321 -2.699
9 C 0.575 -1.000 -2.722
10 C 0.724 -2.385 -2.486
11 C 1.951 -2.987 -2.774
12 C 3.018 -2.222 -3.250
13 C 2.857 -0.852 -3.503
14 C 1.620 -0.260 -3.291
15 O -1.196 0.150 -3.757
16 O -3.872 0.572 -1.435
17 H -2.608 -4.664 -2.338
18 H -2.143 -3.499 -1.075
19 H -3.868 -3.793 -1.413
20 H -1.839 -2.337 -3.211
21 H -3.418 -2.883 -3.793
22 H -5.469 -2.147 -2.371
23 H -5.336 -0.369 -2.292
24 H -6.256 -0.933 -4.443
25 H -4.594 -0.380 -4.719
26 H -4.992 -2.124 -4.794
27 H -1.273 -0.911 -0.638
28 H -0.127 -2.966 -2.132
29 H 2.050 -4.068 -2.668
30 H 3.984 -2.695 -3.447
31 H 3.669 -0.249 -3.917
32 H 1.415 0.777 -3.585
33 C 3.029 2.913 4.454
34 N 2.609 1.933 3.477
35 C 3.277 0.748 3.337
36 O 4.287 0.429 3.959
37 C 2.554 -0.053 2.268
38 C 2.054 -1.409 2.757
39 C 3.179 -2.322 3.173
40 C 3.143 -2.937 4.426
41 C 4.230 -3.701 4.851
42 C 5.333 -3.883 4.002
43 C 5.339 -3.304 2.727
44 C 4.252 -2.537 2.302
45 N 1.457 0.830 1.892
46 C 0.570 0.441 0.929
47 C -0.497 1.196 0.555
48 C -1.096 1.187 -0.837
49 C -2.109 2.336 -1.097
50 C -2.530 2.557 -2.407
51 C -3.373 3.617 -2.731
52 C -3.767 4.503 -1.716
53 C -4.579 5.628 -2.071
54 N -5.250 6.529 -2.404
55 C -3.358 4.286 -0.403
56 C -2.560 3.179 -0.080
57 C 1.399 2.078 2.671
58 C 0.166 2.153 3.585
59 C 1.501 3.355 1.822
60 H 3.920 2.529 4.958
61 H 3.267 3.870 3.968
62 H 2.238 3.094 5.197
63 H 3.235 -0.194 1.409
64 H 1.373 -1.244 3.607
65 H 1.466 -1.887 1.956
66 H 2.271 -2.770 5.066
67 H 4.215 -4.147 5.846
68 H 6.183 -4.478 4.334
69 H 6.190 -3.437 2.058
70 H 4.235 -2.075 1.310
71 H 0.791 -0.542 0.490
72 H -0.760 2.021 1.202
73 H -0.214 1.490 -1.457
74 H -2.279 1.863 -3.216
75 H -3.719 3.728 -3.759
76 H -3.652 4.975 0.388
77 H -2.375 2.950 0.974
78 H 0.200 1.348 4.331
79 H 0.164 3.127 4.091
80 H -0.770 2.053 3.034
81 H 2.516 3.442 1.416
82 H 0.790 3.348 0.994
83 H 1.292 4.216 2.471

Values from the calculation:
relative energy (zero: lowest compared OMol25 entry of this formula, charge and spin): 0.0 kcal/mol
total charge: 0
Kohn-Sham gap: 8.072 eV
LUMO energy: 0.11 eV
highest occupied orbital energy: -7.962 eV
SMILES: CCN(CC)C(=O)[C@@H](C(=O)c1ccccc1)[C@H](/C=C/N1[C@H](Cc2ccccc2)C(=O)N(C)C1(C)C)c1ccc(C#N)cc1

Record 2
This record from OMol25 describes an isolated molecule of C6H12O in a non-equilibrium geometry. The level of theory is ωB97M-V with the def2-TZVPD basis set.

Geometry (Å):
1 C -0.013 1.756 -0.512
2 C -1.059 0.667 -0.294
3 O -2.336 1.136 -0.036
4 C -0.908 -0.603 -0.987
5 C -0.573 -0.837 0.459
6 C 0.776 -0.641 1.131
7 C 1.733 -1.311 0.172
8 H -0.085 2.237 -1.503
9 H 0.988 1.324 -0.451
10 H -0.089 2.558 0.238
11 H -2.251 1.941 0.493
12 H -1.848 -1.060 -1.270
13 H -0.128 -0.673 -1.736
14 H -1.316 -1.389 1.036
15 H 0.772 -2.073 -0.018
16 H 0.818 -1.201 2.074
17 H 0.874 0.414 1.397
18 H 2.764 -1.483 0.579
19 H 1.881 -0.762 -0.772

Values from the calculation:
relative energy (zero: lowest compared OMol25 entry of this formula, charge and spin): 77.8 kcal/mol
total charge: 0
Kohn-Sham gap: 8.888 eV
LUMO energy: 0.91 eV
highest occupied orbital energy: -7.980 eV
SMILES: CC[C@@H]1C[C@@]1(C)O

Record 3
This record from OMol25 describes a cluster of 2 separate species, C3H8N2O2 in total in a non-equilibrium geometry. The level of theory is ωB97M-V with the def2-TZVPD basis set.

Geometry (Å):
1 C -1.099 -0.401 1.636
2 C 0.410 0.783 -0.071
3 N -0.487 1.620 -0.675
4 O 1.466 1.165 0.405
5 H -0.591 2.543 -0.286
6 H -1.312 1.189 -1.065
7 H -1.858 0.142 1.081
8 H -1.478 -1.413 1.758
9 H -1.095 -0.089 2.678
10 N 1.730 -1.060 -1.141
11 C 0.467 -0.632 -1.089
12 O -0.458 -0.978 -1.790
13 H 1.975 -1.893 -1.653
14 H 2.431 -0.480 -0.700
15 H -0.101 -0.498 0.910

Values from the calculation:
relative energy (zero: lowest compared OMol25 entry of this formula, charge and spin): 45.8 kcal/mol
total charge: 0
Kohn-Sham gap: 10.138 eV
LUMO energy: 0.90 eV
highest occupied orbital energy: -9.242 eV
SMILES: NC(=O)C(N)=O.C

Record 4
This record from OMol25 describes a cluster of 4 separate species, C16H37N4O7S in total in a non-equilibrium geometry. The level of theory is ωB97M-V with the def2-TZVPD basis set.

Geometry (Å):
1 C -2.777 1.125 3.191
2 C -2.024 2.588 3.165
3 C -0.379 2.501 3.317
4 O 0.189 3.159 2.131
5 C 1.182 2.320 1.442
6 C 0.612 0.900 0.857
7 N 0.385 0.939 -0.669
8 C -0.377 2.259 -0.908
9 O -1.050 2.312 -2.217
10 C 0.735 3.455 -0.678
11 O -0.003 4.712 -0.476
12 S 1.643 3.663 -2.347
13 O 1.750 3.157 0.345
14 H -3.946 1.281 3.009
15 H -2.376 0.380 2.348
16 H -2.669 0.538 4.203
17 H -2.480 3.365 3.939
18 H -2.249 3.047 2.086
19 H 0.027 1.425 3.534
20 H -0.054 3.166 4.252
21 H 2.038 2.037 2.225
22 H 1.426 0.061 1.090
23 H -0.420 0.556 1.310
24 H 1.319 0.989 -1.176
25 H -0.135 0.105 -1.022
26 H -1.246 2.312 -0.091
27 H -2.054 2.202 -2.066
28 H -0.986 4.460 -0.596
29 H 0.669 4.342 -3.147
30 C 0.861 3.564 -6.488
31 O 0.967 4.250 -5.479
32 N 1.078 2.205 -6.557
33 C 0.931 1.463 -7.792
34 C 1.465 1.493 -5.356
35 H 0.572 4.005 -7.456
36 H 0.165 0.695 -7.655
37 H 1.887 0.989 -8.036
38 H 0.637 2.121 -8.614
39 H 0.687 1.624 -4.598
40 H 2.400 1.917 -4.977
41 H 1.601 0.429 -5.565
42 C 2.099 -2.389 0.852
43 O 2.205 -1.704 1.861
44 N 2.315 -3.749 0.783
45 C 2.169 -4.491 -0.452
46 C 2.703 -4.460 1.984
47 H 1.809 -1.949 -0.116
48 H 1.402 -5.259 -0.315
49 H 3.124 -4.964 -0.695
50 H 1.874 -3.833 -1.274
51 H 1.924 -4.329 2.742
52 H 3.638 -4.037 2.363
53 H 2.838 -5.525 1.775
54 C -1.160 -4.261 4.018
55 O -0.432 -4.957 3.323
56 N -2.233 -3.523 3.564
57 C -3.048 -2.722 4.453
58 C -2.556 -3.550 2.153
59 H -1.003 -4.169 5.106
60 H -4.081 -3.078 4.403
61 H -3.003 -1.678 4.129
62 H -2.694 -2.793 5.485
63 H -2.768 -4.582 1.855
64 H -1.695 -3.189 1.583
65 H -3.426 -2.921 1.944

Values from the calculation:
relative energy (zero: lowest compared OMol25 entry of this formula, charge and spin): 0.0 kcal/mol
total charge: +1
Kohn-Sham gap: 8.264 eV
LUMO energy: -3.23 eV
highest occupied orbital energy: -11.495 eV

Record 5
This record from OMol25 describes a cluster of 9 separate species, C53H52B2F8O3 in total in a non-equilibrium geometry. The level of theory is ωB97M-V with the def2-TZVPD basis set.

Geometry (Å):
1 C -3.157 1.862 -4.636
2 B -3.506 0.298 -4.270
3 O -4.801 -0.277 -4.774
4 B -2.525 -0.742 -3.416
5 C -2.936 -1.420 -1.975
6 C -1.678 -1.970 -1.079
7 O -1.641 -1.246 0.213
8 C -0.607 -0.198 0.221
9 C 0.329 0.193 1.534
10 O -0.382 0.558 -0.887
11 H -1.982 2.041 -4.710
12 H -3.619 2.107 -5.708
13 H -3.627 2.659 -3.906
14 H -4.513 -0.721 -5.647
15 H -1.473 -1.047 -3.902
16 H -3.547 -0.622 -1.363
17 H -3.639 -2.354 -2.177
18 H -0.673 -1.938 -1.678
19 H -1.858 -3.115 -0.794
20 H 1.215 0.938 1.249
21 H 0.836 -0.763 2.036
22 H -0.319 0.727 2.371
23 F 3.576 0.460 -0.162
24 C 3.666 1.617 -0.832
25 C 4.645 2.538 -0.478
26 C 4.742 3.741 -1.178
27 C 3.850 4.013 -2.218
28 C 2.866 3.085 -2.562
29 C 2.777 1.878 -1.869
30 H 5.324 2.313 0.337
31 H 5.509 4.464 -0.915
32 H 3.922 4.953 -2.761
33 H 2.170 3.301 -3.369
34 H 2.025 1.140 -2.129
35 F -2.267 1.860 -7.764
36 C -2.178 3.017 -8.433
37 C -1.198 3.938 -8.080
38 C -1.102 5.141 -8.780
39 C -1.994 5.413 -9.820
40 C -2.977 4.484 -10.164
41 C -3.067 3.277 -9.471
42 H -0.519 3.712 -7.264
43 H -0.334 5.864 -8.517
44 H -1.921 6.353 -10.363
45 H -3.674 4.701 -10.971
46 H -3.819 2.540 -9.731
47 F 1.949 -3.516 6.031
48 C 0.806 -3.610 5.339
49 C 0.166 -4.840 5.238
50 C -1.027 -4.937 4.521
51 C -1.561 -3.803 3.903
52 C -0.908 -2.574 4.006
53 C 0.279 -2.475 4.732
54 H 0.600 -5.711 5.718
55 H -1.539 -5.892 4.443
56 H -2.489 -3.880 3.341
57 H -1.323 -1.694 3.521
58 H 0.795 -1.526 4.830
59 F -2.165 6.614 -12.226
60 C -2.075 7.771 -12.895
61 C -1.096 8.693 -12.542
62 C -0.999 9.895 -13.242
63 C -1.891 10.168 -14.281
64 C -2.875 9.239 -14.625
65 C -2.964 8.032 -13.932
66 H -0.417 8.467 -11.726
67 H -0.232 10.619 -12.978
68 H -1.819 11.108 -14.824
69 H -3.571 9.455 -15.432
70 H -3.716 7.295 -14.192
71 F 0.741 -8.498 7.538
72 C 1.350 -7.874 8.556
73 C 2.127 -6.749 8.303
74 C 2.757 -6.097 9.362
75 C 2.611 -6.584 10.664
76 C 1.834 -7.717 10.907
77 C 1.195 -8.362 9.849
78 H 2.235 -6.390 7.284
79 H 3.360 -5.212 9.176
80 H 3.106 -6.077 11.490
81 H 1.725 -8.097 11.920
82 H 0.579 -9.239 10.021
83 F 6.140 1.922 2.392
84 C 5.351 1.671 3.444
85 C 4.741 2.728 4.111
86 C 3.915 2.467 5.203
87 C 3.716 1.150 5.625
88 C 4.336 0.095 4.953
89 C 5.153 0.357 3.853
90 H 4.914 3.745 3.774
91 H 3.428 3.286 5.726
92 H 3.075 0.946 6.480
93 H 4.183 -0.928 5.285
94 H 5.636 -0.451 3.314
95 F -1.613 -13.773 14.005
96 C -1.514 -13.018 12.903
97 C -2.580 -12.206 12.532
98 C -2.475 -11.416 11.388
99 C -1.309 -11.455 10.620
100 C -0.246 -12.277 10.998
101 C -0.347 -13.059 12.149
102 H -3.482 -12.195 13.136
103 H -3.300 -10.772 11.093
104 H -1.229 -10.842 9.725
105 H 0.660 -12.309 10.397
106 H 0.473 -13.697 12.462
107 F 0.962 4.792 -4.180
108 C 0.109 5.526 -3.453
109 C -0.945 4.899 -2.797
110 C -1.831 5.662 -2.036
111 C -1.659 7.046 -1.948
112 C -0.601 7.666 -2.614
113 C 0.291 6.902 -3.366
114 H -1.068 3.825 -2.884
115 H -2.654 5.181 -1.513
116 H -2.352 7.641 -1.358
117 H -0.471 8.743 -2.547
118 H 1.125 7.366 -3.882

Values from the calculation:
total charge: 0
Kohn-Sham gap: 9.121 eV
LUMO energy: 0.22 eV
highest occupied orbital energy: -8.899 eV
SMILES: CB(O)BCCOC(C)=O.Fc1ccccc1.Fc1ccccc1.Fc1ccccc1.Fc1ccccc1.Fc1ccccc1.Fc1ccccc1.Fc1ccccc1.Fc1ccccc1

Record 6
This record from OMol25 describes an isolated molecule of C6H11NS in a non-equilibrium geometry. The level of theory is ωB97M-V with the def2-TZVPD basis set.

Geometry (Å):
1 C -0.690 -3.267 0.029
2 C -0.819 0.001 -1.792
3 C -0.513 0.981 -0.657
4 C 1.928 2.169 0.108
5 C -0.425 -2.194 -0.690
6 C 0.312 0.508 1.992
7 N -0.490 -1.358 -1.595
8 S 1.147 0.783 0.288
9 H -1.447 -3.859 -0.328
10 H -0.118 -3.777 0.784
11 H -1.867 -0.035 -1.921
12 H -0.362 0.336 -2.724
13 H -1.284 1.012 0.203
14 H -0.413 1.993 -0.968
15 H 3.034 2.130 0.143
16 H 1.535 3.135 0.388
17 H 1.021 0.668 2.790
18 H -0.397 1.240 1.908
19 H -0.151 -0.463 2.041

Values from the calculation:
relative energy (zero: lowest compared OMol25 entry of this formula, charge and spin): 111.8 kcal/mol
total charge: 0
Kohn-Sham gap: 8.381 eV
LUMO energy: 0.88 eV
highest occupied orbital energy: -7.504 eV